[1]
Entry from the OMol25 dataset: a molecular structure, C24H43Cl2N4O4PtSeSi (wB97M-V/def2-TZVPD).

* spin multiplicity: 3
* HOMO energy (spin up / spin down): -0.1037 / -0.1551 Ha
* electronic energy: -5190.9888 Ha
* E_LUMO (spin up / spin down): 2.4 / 2.1 eV
* gap between HOMO and LUMO (spin up / spin down): 0.19248 / 0.23357 hartree
* energy relative to the best compared isomer or geometry (same formula, charge and spin): 0.0 kcal per mole
* net charge: -1

Each line ends with the Mulliken spin population.
Positions of all 80 atoms, in Å:
C (-1.66176, -0.57644, -3.28175)  -0.002
C (-1.14376, -1.85043, -2.69985)  -0.007
H (-1.30442, -0.43716, -4.30881)  0.000
H (-1.33795, 0.27417, -2.65956)  0.009
H (-2.76445, -0.56415, -3.31869)  0.000
C (-0.63828, -2.87099, -3.42063)  0.015
C (-0.51509, -2.88899, -4.90021)  -0.001
H (-0.28125, -3.76918, -2.91119)  0.002
H (-0.71569, -1.91109, -5.35577)  0.000
H (-1.19946, -3.62141, -5.35359)  0.001
H (0.50061, -3.19876, -5.18407)  0.000
Pt (0.08890, 0.22942, 0.60478)  1.426
Cl (-0.42048, 1.93485, -0.81109)  0.187
C (-0.37188, -2.13425, 2.35474)  -0.010
O (0.51527, -1.33770, 1.91417)  0.089
N (-0.03230, -3.18389, 3.09591)  0.012
C (1.31258, -3.37964, 3.62712)  0.004
C (-1.00469, -4.20491, 3.47928)  0.002
H (-1.45701, -1.97913, 2.19155)  -0.005
H (1.95847, -2.54332, 3.35743)  0.000
H (1.72722, -4.32258, 3.25590)  -0.001
H (1.25448, -3.47301, 4.71444)  0.000
H (-1.97673, -3.96694, 3.02638)  0.000
H (-1.09874, -4.23669, 4.57572)  0.000
H (-0.66517, -5.19288, 3.13010)  0.000
H (0.67970, 2.72815, 5.32802)  0.000
H (-1.30406, 4.26596, 4.78728)  0.000
C (1.08932, 3.05024, 4.36052)  0.001
C (-0.88787, 4.41907, 3.78205)  0.001
N (-0.00366, 3.32092, 3.43744)  0.000
H (1.71127, 2.26683, 3.93989)  -0.002
C (-0.30516, 2.47770, 2.45879)  0.006
O (0.45706, 1.47262, 2.24665)  0.061
H (-1.69522, 4.47277, 3.04688)  0.000
H (-1.20929, 2.66776, 1.84523)  0.000
H (1.66611, 3.97156, 4.51300)  0.000
H (-0.34712, 5.37226, 3.78549)  0.000
H (1.47838, -0.23374, -2.85615)  -0.003
H (2.22656, -2.75955, -2.78002)  0.001
C (2.38926, 0.02329, -2.29355)  -0.002
C (3.14594, -2.31984, -2.36258)  -0.001
N (2.85305, -1.13986, -1.57208)  0.000
H (2.17257, 0.83233, -1.59213)  0.009
C (3.15318, -1.09087, -0.24656)  0.004
O (2.86274, -0.17204, 0.52704)  0.014
H (3.63511, -3.06145, -1.72279)  0.000
H (3.70480, -1.99894, 0.09502)  0.001
H (3.16796, 0.33418, -3.00974)  0.000
H (3.80851, -2.05916, -3.20163)  0.000
O (0.01931, -1.10113, -0.89263)  0.192
C (-1.10888, -1.88367, -1.17610)  -0.025
C (0.13404, -3.96844, -0.34606)  0.006
C (-1.06561, -3.29295, -0.55363)  0.007
H (1.06978, -3.44300, -0.56449)  -0.005
C (0.12638, -5.29974, 0.08313)  -0.001
H (-2.01199, -1.36919, -0.80057)  0.010
C (-2.27543, -3.95316, -0.31042)  0.005
H (1.07380, -5.81119, 0.23288)  0.000
C (-1.07913, -5.97131, 0.30650)  0.000
C (-2.28451, -5.28786, 0.11081)  0.001
H (-3.20898, -3.41276, -0.50316)  0.000
H (-1.07445, -7.01763, 0.62667)  0.000
H (-3.23672, -5.79937, 0.28487)  0.000
Si (-0.38931, 6.24766, -2.38856)  0.000
Cl (-0.63377, 4.94055, -4.00785)  -0.001
C (1.45990, 6.25915, -2.07372)  0.000
C (-1.47912, 5.40438, -1.11690)  -0.011
C (-0.96533, 8.01921, -2.69189)  0.000
H (1.85168, 5.23612, -2.10309)  0.001
H (1.69581, 6.70136, -1.09889)  0.000
H (1.96531, 6.84603, -2.85203)  0.000
H (-0.34721, 8.51774, -3.45345)  0.000
H (-0.88543, 8.60452, -1.76011)  0.000
H (-2.01520, 8.04800, -3.01767)  0.000
H (-1.20007, 4.34684, -1.03615)  0.012
H (-2.52478, 5.45507, -1.44728)  0.000
H (-1.39525, 5.86778, -0.12858)  0.001
Se (0.08527, 0.05374, 5.98457)  0.000
C (-1.28817, -0.21177, 4.87721)  0.000
N (-2.22949, -0.36012, 4.17826)  -0.001

Forces on atoms 1 to 2 (eV/Å):
-0.04 0.39 -0.08
0.07 -1.55 -0.20

***

[2]
Entry from the OMol25 dataset: a single C10H11Cl2P molecule (wB97M-V/def2-TZVPD).

* HOMO energy: -0.3071 Ha
* electronic energy: -1649.3249 Ha
* E_LUMO: 0.8 eV
* gap between HOMO and LUMO: 0.33641 hartree
* energy relative to the best compared isomer or geometry (same formula, charge and spin): 5.5 kcal per mole
* net charge: 0
* SMILES string: Cl[C@@H]1CCP(c2ccccc2)[C@H]1Cl

Each line ends with the Mulliken charge.
Positions of all 24 atoms, in Å:
C (-3.40439, 0.08357, 0.82839)  -0.429
C (-2.98078, -0.43953, -0.46320)  -0.717
C (-2.51265, 0.01438, 1.84691)  -0.613
C (-1.67199, -0.79560, -0.61630)  -0.593
C (-1.15080, -0.25389, 1.64936)  -0.159
C (-0.71525, -0.68978, 0.36870)  0.768
C (1.93984, 0.90549, -1.45341)  -0.928
C (1.32519, -0.47993, -1.71282)  -0.973
C (2.26380, 1.15185, 0.03110)  -0.130
C (2.19658, -0.47570, 0.75926)  -0.212
P (0.87355, -1.38909, -0.11208)  -0.132
Cl (1.13635, 2.23330, 0.83172)  -0.144
Cl (3.78809, -1.13934, 0.55963)  -0.147
H (-4.38717, 0.34957, 0.96873)  0.460
H (-3.88890, -0.41562, -1.05624)  0.316
H (-2.88966, 0.32247, 2.77014)  0.387
H (-1.27175, -1.17480, -1.48002)  0.481
H (-0.30860, -0.13707, 2.34986)  0.201
H (2.76210, 0.98987, -2.06430)  0.341
H (1.30366, 1.75489, -1.72171)  0.392
H (0.36973, -0.40957, -2.19322)  0.397
H (2.00330, -1.07063, -2.14940)  0.661
H (3.27846, 1.41170, 0.23734)  0.459
H (1.94128, -0.34656, 1.82154)  0.314

Forces on atoms 1 to 2 (eV/Å):
2.92 -2.49 -2.83
-2.17 1.90 2.98

***

[3]
Entry from the OMol25 dataset: 10 unconnected molecules or ions with the total composition C30H50Cl10O15 (wB97M-V/def2-TZVPD).

* HOMO energy: -0.3756 Ha
* electronic energy: -6903.7499 Ha
* E_LUMO: 0.3 eV
* gap between HOMO and LUMO: 0.38591 hartree
* energy relative to the best compared isomer or geometry (same formula, charge and spin): 10.7 kcal per mole
* net charge: 0
* SMILES string: C[C@H]1COC(=O)O1.C[C@H]1COC(=O)O1.C[C@H]1COC(=O)O1.C[C@H]1COC(=O)O1.C[C@H]1COC(=O)O1.ClCCCl.ClCCCl.ClCCCl.ClCCCl.ClCCCl

Each line ends with the Mulliken charge.
Positions of all 105 atoms, in Å:
Cl (5.49635, 0.63047, 0.05165)  -0.189
C (4.92715, 1.24221, 1.62448)  0.656
C (4.34744, 2.62163, 1.57205)  0.773
Cl (5.64073, 3.85684, 1.39491)  -0.212
H (5.72262, 1.15118, 2.35703)  0.549
H (4.14701, 0.57115, 1.94839)  -0.851
H (3.97102, 2.75328, 2.59418)  0.199
H (3.66578, 2.72408, 0.72890)  -0.857
Cl (4.12927, -3.00435, 0.09636)  -0.058
C (4.85537, -3.60375, -1.40850)  -0.639
C (3.79056, -4.05676, -2.42547)  -0.342
Cl (2.81213, -2.68792, -3.01760)  -0.145
H (5.55829, -4.40198, -1.21258)  0.382
H (5.43928, -2.74914, -1.72403)  0.269
H (3.08978, -4.69317, -1.89267)  0.090
H (4.13582, -4.56554, -3.30766)  0.459
Cl (-0.81174, 0.33416, -3.31331)  -0.103
C (-0.75324, 2.12022, -3.27712)  0.044
C (-1.32372, 2.63367, -4.60781)  -0.512
Cl (-1.45695, 4.40641, -4.55443)  -0.212
H (0.29068, 2.35796, -3.12130)  -0.200
H (-1.34428, 2.47588, -2.44561)  0.186
H (-2.32338, 2.19724, -4.74011)  0.350
H (-0.74062, 2.36087, -5.46404)  0.350
Cl (-2.36337, 0.70690, -0.17611)  -0.150
C (-2.73653, 0.51887, 1.61673)  -0.473
C (-2.87099, -0.95214, 1.89889)  0.287
Cl (-2.78131, -1.16019, 3.67569)  -0.240
H (-3.61497, 1.08612, 1.84386)  0.472
H (-1.85937, 0.89726, 2.17353)  0.085
H (-2.09487, -1.59298, 1.49353)  -0.393
H (-3.80807, -1.38575, 1.53397)  0.427
Cl (3.01330, 1.13647, 5.06886)  -0.220
C (1.66033, 0.16591, 4.50859)  0.623
C (1.98763, -1.30902, 4.48250)  -0.347
Cl (3.36484, -1.78747, 3.57861)  -0.110
H (1.41871, 0.55062, 3.52239)  -0.785
H (0.73918, 0.41695, 5.06324)  0.488
H (1.10695, -1.75292, 3.99483)  0.092
H (2.03350, -1.70301, 5.50984)  0.411
C (-2.02370, 4.66299, 1.85594)  -1.180
C (-3.10466, 4.20068, 2.80334)  0.522
C (-4.01998, 5.28631, 3.34433)  -0.496
O (-5.25805, 4.59551, 3.39902)  -0.364
C (-5.24928, 3.55282, 2.55215)  0.545
O (-6.19525, 2.81523, 2.35771)  -0.566
O (-4.02364, 3.35581, 2.04321)  -0.246
H (-1.67723, 3.82077, 1.29274)  0.061
H (-1.20459, 4.95199, 2.49829)  0.420
H (-2.22457, 5.44553, 1.11963)  0.427
H (-2.56558, 3.62186, 3.55901)  0.232
H (-4.16279, 6.17886, 2.73758)  0.299
H (-3.76053, 5.61391, 4.36102)  0.309
C (0.52260, 6.25892, -0.78938)  -0.989
C (1.80807, 5.74618, -1.51676)  0.293
C (2.76748, 5.10885, -0.52964)  -0.395
O (3.32631, 3.99049, -1.36306)  -0.308
C (2.43119, 3.69790, -2.28259)  0.637
O (2.47134, 2.73613, -2.96924)  -0.553
O (1.45615, 4.66707, -2.34917)  -0.216
H (0.77964, 7.11961, -0.16155)  0.398
H (0.19060, 5.44240, -0.16643)  -0.026
H (-0.30839, 6.52292, -1.45172)  0.380
H (2.40071, 6.48517, -2.10761)  0.372
H (2.35159, 4.74017, 0.44375)  0.126
H (3.63247, 5.76447, -0.36101)  0.371
C (-1.32394, -3.26312, -3.41911)  -1.265
C (-2.15284, -2.99767, -2.17812)  2.145
C (-3.34946, -2.07801, -2.19101)  0.057
O (-4.16311, -2.68308, -1.08900)  -0.359
C (-3.89275, -3.95551, -1.03106)  0.711
O (-4.50915, -4.75905, -0.32816)  -0.645
O (-2.89920, -4.29664, -1.79716)  -0.419
H (-1.94437, -3.68625, -4.19199)  0.417
H (-0.61189, -4.08212, -3.20633)  0.096
H (-0.77623, -2.39612, -3.78434)  0.179
H (-1.54361, -2.71425, -1.32783)  -0.870
H (-3.96218, -2.07455, -3.13944)  0.239
H (-3.13841, -1.07511, -1.85711)  -0.141
C (-2.46795, -7.94620, -0.57864)  -1.411
C (-1.28505, -7.14128, -0.19094)  0.378
C (-0.60135, -6.46568, -1.36506)  -0.711
O (-0.37635, -5.11658, -0.95163)  -0.082
C (-1.15571, -4.86768, 0.13532)  0.423
O (-1.25940, -3.80222, 0.68280)  -0.533
O (-1.75620, -5.97830, 0.52232)  -0.375
H (-2.33979, -8.56667, -1.44609)  0.346
H (-3.25350, -7.20523, -0.72616)  0.305
H (-2.77547, -8.58069, 0.23067)  0.393
H (-0.56421, -7.66981, 0.39961)  0.417
H (-1.16804, -6.40838, -2.32278)  0.295
H (0.35200, -6.91268, -1.61243)  0.449
C (0.82051, -1.29807, 0.63768)  -0.482
C (1.88497, -0.22931, 0.45010)  1.668
C (1.87070, 0.54093, -0.88420)  -0.785
O (1.05410, 1.67951, -0.58895)  0.410
C (1.12311, 1.92551, 0.74152)  -0.547
O (0.72210, 2.89434, 1.31222)  -0.597
O (1.64905, 0.86468, 1.35272)  0.117
H (0.75830, -1.65882, 1.68661)  -0.351
H (1.20427, -2.13426, 0.04799)  0.383
H (-0.13302, -0.99720, 0.23928)  -0.374
H (2.86114, -0.65973, 0.65048)  -0.091
H (1.44674, -0.05986, -1.67603)  0.282
H (2.83598, 0.96232, -1.16996)  0.116

Forces on atoms 1 to 2 (eV/Å):
0.14 0.08 -0.09
0.00 -0.44 0.01

***

[4]
Entry from the OMol25 dataset: a molecular structure, C2H4FIMgN2O2S (wB97M-V/def2-TZVPD).

* HOMO energy: -0.6352 Ha
* electronic energy: -1333.6185 Ha
* E_LUMO: -12.4 eV
* gap between HOMO and LUMO: 0.17891 hartree
* net charge: +2

Each line ends with the Mulliken charge.
Positions of all 14 atoms, in Å:
N (-1.60587, -2.31277, 0.65370)  -0.425
C (-1.48478, -1.11010, 0.33400)  -0.356
C (-0.23653, -0.53812, -0.38557)  0.170
N (0.87836, -0.03215, 0.47206)  -0.466
I (0.43256, -0.09158, 2.52934)  0.480
S (1.33708, 1.54793, 0.10263)  1.318
O (2.69504, 1.65133, 0.41318)  -0.423
O (1.11268, 1.90361, -1.32298)  -0.527
F (0.59227, 2.50550, 1.01282)  -0.108
H (-0.77160, -2.83797, 0.37388)  0.287
H (-2.26871, -0.38613, 0.52600)  0.455
H (-0.65553, 0.25868, -1.04981)  -0.274
H (0.16874, -1.38030, -0.95384)  0.576
Mg (-0.19370, 0.82207, -2.70540)  1.295

Forces on atoms 1 to 2 (eV/Å):
0.38 0.07 -0.31
-0.03 0.53 -0.26